Molecular formula: C41H36N2O3P2V
Method: DFT, the ωB97M-V functional and the def2-TZVPD basis

Each line ends with the Mulliken charge.
Positions of all 85 atoms, in Å:
V (0.1709, 0.1459, 0.6470)  -0.9742
O (4.0178, -1.9793, 3.5935)  -0.6227
C (2.8946, -2.2236, 4.2558)  0.5301
C (2.9817, -3.0054, 5.4123)  -0.7046
C (1.8673, -3.2738, 6.1710)  -0.4322
C (0.6144, -2.7903, 5.7843)  -1.0598
C (0.4953, -2.0626, 4.6303)  -0.5409
C (1.6208, -1.7544, 3.8413)  0.3642
C (1.4614, -0.9653, 2.6544)  0.4430
O (0.3015, -0.6515, 2.1479)  0.1490
N (2.5092, -0.4736, 2.0177)  -1.2961
N (2.1198, 0.2977, 1.0053)  0.1946
C (2.9699, 1.1059, 0.4500)  -0.4953
C (2.6181, 1.9998, -0.6133)  0.4030
C (3.5175, 2.9381, -1.1266)  -0.9666
C (3.1413, 3.7889, -2.1489)  -0.9150
C (1.8719, 3.7009, -2.7023)  -0.9654
C (0.9533, 2.7855, -2.2166)  -0.8789
C (1.3022, 1.9483, -1.1589)  0.6189
O (0.4835, 1.1045, -0.5891)  1.7297
H (3.8744, -1.3438, 2.8658)  0.5219
H (3.9586, -3.3661, 5.6877)  0.4971
H (1.9561, -3.8650, 7.0678)  0.4290
H (-0.2478, -2.9873, 6.3988)  0.4635
H (-0.4648, -1.6885, 4.3108)  0.5016
H (3.9963, 1.1083, 0.8127)  0.4923
H (4.5067, 3.0033, -0.7022)  0.5397
H (3.8336, 4.5278, -2.5167)  0.4679
H (1.5880, 4.3483, -3.5150)  0.5263
H (-0.0463, 2.7527, -2.6242)  0.5086
C (-1.6493, -1.3659, -2.3882)  -1.1129
C (-1.9668, 0.0594, -1.9139)  -0.8226
P (-2.2917, 0.1521, -0.0820)  1.9433
C (-1.8952, 1.8805, 0.3808)  -0.2413
C (-2.0369, 2.9391, -0.5106)  -0.8128
C (-1.6561, 4.2158, -0.1380)  -0.7619
C (-1.1173, 4.4505, 1.1191)  -0.7220
C (-0.9857, 3.4065, 2.0241)  -0.7771
C (-1.3748, 2.1220, 1.6640)  0.3136
C (-4.1213, 0.3022, -0.0780)  0.9934
C (-4.8807, -0.3242, -1.0624)  -0.4551
C (-6.2275, -0.0318, -1.1841)  -0.7308
C (-6.8307, 0.8613, -0.3117)  -0.5984
C (-6.0882, 1.4376, 0.7086)  -0.8437
C (-4.7398, 1.1531, 0.8369)  -0.4371
C (-0.1865, -1.7622, -2.1902)  -1.0568
P (0.2755, -1.9004, -0.4223)  2.1539
C (1.9790, -2.4960, -0.3448)  0.4766
C (2.3444, -3.4282, 0.6267)  -0.3341
C (3.6788, -3.7471, 0.8040)  -0.7623
C (4.6466, -3.1381, 0.0216)  -0.7013
C (4.2862, -2.2088, -0.9445)  -0.7607
C (2.9560, -1.8772, -1.1263)  -0.7806
C (-0.7153, -3.2401, 0.2740)  0.7257
C (-1.4755, -3.0684, 1.4253)  0.1423
C (-2.0734, -4.1635, 2.0246)  -1.1519
C (-1.9217, -5.4251, 1.4708)  -0.6448
C (-1.2020, -5.5925, 0.2969)  -0.8045
C (-0.5907, -4.5074, -0.3024)  -0.6228
H (-1.8692, -1.4364, -3.4564)  0.5340
H (-2.2920, -2.0864, -1.8730)  0.3483
H (-2.8484, 0.4231, -2.4461)  1.0390
H (-1.1281, 0.7214, -2.1418)  -0.2318
H (-2.4800, 2.7734, -1.4822)  0.5661
H (-1.7806, 5.0345, -0.8286)  0.5333
H (-0.8217, 5.4517, 1.3970)  0.4607
H (-0.5936, 3.5919, 3.0149)  0.5385
H (-1.3791, 1.3327, 2.4211)  0.4414
H (-4.4284, -1.0269, -1.7468)  0.3119
H (-6.7988, -0.4975, -1.9732)  0.4430
H (-7.8774, 1.0993, -0.4240)  0.4162
H (-6.5597, 2.1244, 1.3963)  0.4440
H (-4.1686, 1.6148, 1.6314)  0.4505
H (0.4700, -1.0272, -2.6676)  0.4192
H (0.0042, -2.7413, -2.6440)  0.6547
H (1.5895, -3.9062, 1.2360)  0.4152
H (3.9627, -4.4631, 1.5585)  0.4518
H (5.6843, -3.3943, 0.1624)  0.4402
H (5.0406, -1.7472, -1.5622)  0.4972
H (2.6735, -1.1365, -1.8682)  0.4354
H (-1.5849, -2.0778, 1.8536)  0.2028
H (-2.6494, -4.0337, 2.9274)  0.5042
H (-2.3602, -6.2803, 1.9592)  0.4599
H (-1.1059, -6.5752, -0.1393)  0.4779
H (-0.0029, -4.6469, -1.1993)  0.4043

The calculation puts the energy relative to the best compared isomer or geometry (same formula, charge and spin) at 0.237 eV. The calculation puts the total energy at -96476.0379 eV. As for the spin multiplicity: 2. Its LUMO energy (alpha / beta) is -7.0 / -6.9 eV. Its net charge is +2. The frontier orbital gap (alpha / beta) comes out at 6.1 / 6.3 eV. Its expectation value of S² is 0.770.

=====

Molecular formula: C41H37BrCl2N9O4Y
Method: DFT, the ωB97M-V functional and the def2-TZVPD basis

Each line ends with the Mulliken charge.
Positions of all 95 atoms, in Å:
Y (-0.2935, 0.4196, 0.1910)  0.1048
Cl (0.6832, -4.9425, 4.2267)  -0.2499
C (-0.0652, -3.9287, 3.0370)  -0.0444
C (-0.0429, -2.5570, 3.2257)  -0.3699
C (-0.6212, -1.7050, 2.2851)  0.3180
N (-0.5897, -0.3018, 2.3328)  -0.1798
C (-0.2695, 0.3469, 3.4618)  0.4400
O (-0.1602, -0.1004, 4.6011)  -0.7761
C (0.0312, 1.8171, 3.2485)  0.5277
C (0.4844, 2.5377, 4.3495)  -0.9096
C (0.8999, 3.8429, 4.1803)  -0.4500
C (0.8393, 4.3891, 2.9057)  -1.2130
C (0.3472, 3.6109, 1.8757)  -0.0713
N (-0.0562, 2.3497, 2.0257)  0.6179
C (-1.2047, -2.2641, 1.1245)  -0.7896
C (-1.2285, -3.6420, 0.9555)  -0.6463
C (-0.6687, -4.4743, 1.9116)  0.0701
Cl (-0.7414, -6.1890, 1.6773)  -0.2217
N (-1.7287, -1.3480, 0.1892)  0.5433
C (-2.9211, -1.6428, -0.3562)  0.3099
O (-3.5851, -2.6686, -0.2294)  -0.7666
C (-3.5049, -0.5415, -1.2130)  0.3364
C (-4.7624, -0.7591, -1.7708)  -0.8528
C (-5.3002, 0.1906, -2.6163)  -0.5043
C (-4.5443, 1.3201, -2.9028)  -1.0969
C (-3.3195, 1.4638, -2.2792)  -0.4009
N (-2.8085, 0.5763, -1.4251)  0.6025
H (0.4267, -2.1418, 4.1015)  0.6423
H (0.5052, 2.0328, 5.3039)  0.5429
H (1.2724, 4.4220, 5.0151)  0.4271
H (1.1649, 5.4030, 2.7165)  0.5192
H (0.2708, 4.0216, 0.8763)  0.4473
H (-1.6867, -4.0675, 0.0770)  0.7024
H (-5.2776, -1.6749, -1.5213)  0.5402
H (-6.2787, 0.0540, -3.0577)  0.4188
H (-4.9031, 2.0750, -3.5893)  0.5017
H (-2.7095, 2.3387, -2.4788)  0.5224
O (3.5663, -2.4050, 2.6588)  -0.4921
C (4.1348, -1.1624, 2.7504)  0.9254
C (5.1798, -0.8888, 3.6199)  -0.7719
C (5.7315, 0.3842, 3.6548)  -0.5397
C (5.2313, 1.3803, 2.8319)  -0.8696
C (4.1588, 1.1074, 1.9931)  -0.3055
C (3.6040, -0.1585, 1.9392)  -0.6419
C (2.3143, -0.4272, 1.1898)  1.5216
O (1.7276, 0.6538, 0.6223)  -0.5430
N (2.4980, -1.4592, 0.1397)  -0.4988
N (1.4750, -1.5477, -0.6941)  0.3266
C (1.3351, -2.5568, -1.4704)  -0.7046
C (0.3398, -2.5651, -2.5096)  0.5765
Br (-0.3712, -0.8143, -2.9030)  -0.2384
C (-0.0790, -3.5736, -3.2807)  -0.9402
C (0.3323, -4.9774, -3.2340)  0.7212
C (0.2991, -5.6887, -4.4400)  -0.7705
C (0.7304, -7.0007, -4.5079)  -0.5402
C (1.1999, -7.6370, -3.3667)  -0.4236
C (1.1983, -6.9595, -2.1570)  -0.7985
C (0.7584, -5.6473, -2.0842)  0.1028
H (3.9046, -2.9735, 3.3573)  0.3208
H (5.5504, -1.6641, 4.2825)  0.3056
H (6.5431, 0.5960, 4.3388)  0.3834
H (5.6663, 2.3712, 2.8575)  0.4078
H (3.7060, 1.8808, 1.3853)  0.3637
H (1.6796, -0.9090, 1.9520)  -0.3552
H (3.0088, -2.3015, 0.3762)  0.3674
H (2.0162, -3.4054, -1.4281)  0.6892
H (-0.7537, -3.3248, -4.0913)  0.3737
H (-0.0563, -5.1899, -5.3339)  0.3686
H (0.7021, -7.5284, -5.4526)  0.3723
H (1.5541, -8.6582, -3.4182)  0.3796
H (1.5383, -7.4589, -1.2588)  0.4154
H (0.6951, -5.1629, -1.1185)  0.3643
C (-2.9153, 5.5177, -0.0725)  -0.6913
C (-3.3616, 4.0922, 0.1884)  -0.6618
N (-2.2089, 3.2280, 0.0337)  0.5409
C (-1.2483, 3.3930, -0.9249)  -1.6134
N (-0.4010, 2.4182, -1.1081)  1.0856
C (0.6505, 2.5789, -2.1160)  -0.9054
C (1.0408, 4.0349, -2.3009)  -0.6733
C (-0.2177, 4.8253, -2.6061)  -0.6297
N (-1.2028, 4.5991, -1.5591)  0.5204
C (-2.2860, 5.5667, -1.4529)  -0.5884
H (-2.1739, 5.8015, 0.6772)  0.2711
H (-3.7563, 6.2073, -0.0160)  0.3883
H (-4.1654, 3.8154, -0.5061)  0.3041
H (-3.7399, 3.9804, 1.2039)  0.4364
H (-2.3029, 2.2818, 0.3633)  0.2717
H (0.2940, 2.1718, -3.0691)  0.3994
H (1.5126, 1.9879, -1.8000)  0.1431
H (1.7566, 4.1399, -3.1157)  0.4398
H (1.4993, 4.4120, -1.3839)  0.2404
H (-0.6209, 4.5302, -3.5831)  0.2101
H (-0.0089, 5.8954, -2.6444)  0.4407
H (-3.0488, 5.3762, -2.2194)  0.2305
H (-1.8676, 6.5556, -1.6442)  0.3963

The calculation puts the total energy at -160854.5256 eV. Its LUMO energy is 0.1 eV. The frontier orbital gap comes out at 7.2 eV.

=====

Question: Number 2 is which compound?
Answer: C41H37BrCl2N9O4Y